Record 1
A molecular structure, C4H10N2O. Source: the Open Molecules 2025 dataset; level of theory: ωB97M-V/def2-TZVPD.

DFT total energy, eV: -9331.9479
HOMO-LUMO gap, eV: 8.557
Energy relative to the best compared isomer or geometry (same formula, charge and spin), kJ/mol: 679.2
Highest occupied orbital energy, eV: -8.24
Lowest unoccupied orbital energy, eV: 0.3

Atoms and positions in Å:
C -1.937 0.040 1.330
C -1.367 0.829 0.209
N -2.005 1.331 -0.744
H -1.443 1.853 -1.418
H 0.051 1.027 0.382
H -1.430 -0.923 1.415
H -3.005 -0.143 1.187
H -1.763 0.544 2.282
N 0.268 -1.974 -0.622
C 1.339 0.204 0.013
C 2.420 0.785 -0.577
O 0.421 -0.576 -0.871
H 1.139 -2.413 -0.330
H 0.093 -2.320 -1.567
H 1.500 -0.342 0.941
H 3.360 0.886 -0.051
H 2.360 1.192 -1.579



Record 2
2 unconnected molecules or ions with the total composition C2H3ClN2. Source: the Open Molecules 2025 dataset; level of theory: ωB97M-V/def2-TZVPD.

DFT total energy, eV: -17622.5084
HOMO-LUMO gap, eV: 11.089
Energy relative to the best compared isomer or geometry (same formula, charge and spin), kJ/mol: 279.8
Highest occupied orbital energy, eV: -10.24
Structure (SMILES): C=NCl.C#N
Lowest unoccupied orbital energy, eV: 0.8

Atoms and positions in Å:
C 2.137 1.112 0.392
C -0.847 -0.810 -0.354
N 2.033 0.223 -0.333
N -1.476 0.214 0.017
Cl -3.210 -0.027 0.297
H 2.309 1.970 0.989
H 0.192 -0.856 -0.359
H -1.140 -1.827 -0.648